[1]
24
Properties=species:S:1:pos:R:3:forces:R:3 method="wB97M-V/def2-TZVPD" e_tot_ha=-405.080351 lumo_ev=-2.9 e_above_lowest_ev=1.083 gap_ev=10.98 total_charge=+1 mol_weight_g_mol=122.2
C 0.958439 1.435869 3.116478 0.148 -0.531 0.249
C 0.726799 2.207675 1.833797 0.893 0.258 -0.542
C -0.469533 1.770732 1.001309 -0.015 -0.904 0.151
C -0.248958 0.530574 0.159609 -0.228 1.648 -0.277
C -1.211739 -0.080877 -0.496510 0.597 -0.081 0.036
N -0.780702 -1.189332 -1.377099 -0.842 -0.108 -0.157
H 0.047366 0.990369 3.518607 0.007 0.021 -0.035
H 1.723046 0.661854 3.031292 -0.314 -0.359 -0.463
H 1.399382 2.020625 3.893450 -0.013 0.863 0.545
H 0.682399 3.290707 1.943060 -0.434 -0.002 0.660
H 1.655056 2.150468 1.240451 -0.302 -0.316 -0.186
H -1.330240 1.497325 1.607416 -0.120 0.510 0.462
H -0.760325 2.618093 0.394203 -0.205 -0.009 -0.493
H 0.765667 0.308574 -0.103368 0.494 -0.542 0.337
H -2.252797 0.210003 -0.522962 -0.029 -0.390 0.055
H -0.634110 -2.077463 -0.890566 0.355 -0.151 0.152
H -1.528146 -1.457793 -2.007681 -0.126 0.121 -0.464
H 0.046570 -0.935787 -1.925766 0.194 0.103 0.108
H -1.709456 -4.372363 -0.731647 0.314 -0.599 -0.387
H -0.650785 -4.559428 -1.943134 -0.268 -0.548 0.336
O -1.149719 -3.951862 -1.393546 -0.053 1.155 0.138
H 1.707482 1.373268 -2.055639 0.144 0.005 -0.118
H 2.626526 0.218103 -2.516170 0.043 0.130 -0.011
O 1.859884 0.425789 -1.971558 -0.242 -0.274 -0.096

---

[2]
172
Properties=species:S:1:pos:R:3:forces:R:3 method="wB97M-V/def2-TZVPD" e_tot_ha=-2822.576515 lumo_ev=-8.4 e_above_lowest_ev=36.401 gap_ev=7.83 total_charge=+4 mol_weight_g_mol=899.4
C 1.567463 -6.636974 -3.294596 1.622 -0.019 -0.828
C 0.374460 -6.724543 -2.384377 -0.928 0.315 -0.066
C 0.140714 -5.395341 -1.623765 -3.384 -2.537 1.738
N -0.898439 -5.410578 -0.378956 -1.057 0.464 0.077
C -2.310437 -5.910583 -0.718874 -0.551 0.443 -0.936
C -3.164197 -4.810534 -1.429436 0.221 -2.355 0.713
C -3.340705 -3.549241 -0.570509 3.808 -6.757 -5.366
C -1.872640 -3.020274 -0.404175 -1.757 -3.214 0.799
C -0.987814 -4.000552 0.283767 0.433 -1.913 -1.058
C -0.379623 -6.277290 0.683813 0.466 -2.002 0.084
H 2.482513 -6.366264 -2.767806 0.091 -0.121 0.264
H 1.559819 -5.969386 -4.156198 -0.722 0.275 0.259
H 1.793093 -7.575096 -3.801675 -0.235 -0.325 0.439
H 0.439853 -7.656801 -1.823380 0.124 0.370 0.622
H -0.497838 -6.864094 -3.022917 -0.225 -0.031 0.038
H -0.312664 -4.717837 -2.347318 0.070 0.005 0.270
H 0.976052 -4.882531 -1.146953 -2.156 -3.859 2.242
H -2.168514 -6.843954 -1.263649 0.121 0.284 -0.644
H -2.879651 -6.307413 0.121735 0.555 0.644 0.837
H -2.687238 -4.659958 -2.397905 -0.171 0.674 -0.143
H -4.151683 -5.229258 -1.623462 0.089 -0.293 -0.158
H -3.872473 -2.820222 -1.181943 -0.094 -2.909 -1.741
H -3.914378 -3.641403 0.351723 -0.173 -3.165 -0.133
H -1.477081 -2.701787 -1.368641 -1.613 -0.829 1.080
H -1.976522 -2.116654 0.196474 1.115 -2.630 -0.073
H 0.062474 -3.727421 0.385721 0.019 0.289 0.083
H -1.315960 -4.177025 1.308105 -0.098 -0.803 -0.565
H -0.962047 -7.198643 0.683121 0.269 -0.173 -0.159
H -0.510914 -5.911455 1.702162 0.291 0.418 -0.318
H 0.645602 -6.551631 0.435344 0.071 0.126 0.493
C -2.178041 4.125729 -1.051914 1.078 -0.197 0.142
C -0.751543 3.585034 -0.898062 2.707 0.460 -2.273
C 0.455779 4.684599 -0.997373 -0.993 -1.280 -0.314
N 1.846579 4.131968 -0.748396 1.776 -0.918 0.253
C 2.091919 2.951484 -1.742814 0.315 3.788 -0.970
C 3.626208 2.542808 -1.830489 -0.509 5.355 -2.103
C 4.471571 3.747775 -2.205969 -1.048 -0.458 -0.413
C 4.376386 4.879608 -1.197476 0.622 -1.346 -0.636
C 2.920634 5.263649 -0.951662 -0.871 0.339 -0.671
C 2.020666 3.596627 0.708846 -1.149 1.317 -2.273
H -2.481411 4.505135 -0.076148 -0.090 0.741 -0.673
H -2.773699 3.231307 -1.234422 -0.395 0.383 -0.340
H -2.299835 4.895025 -1.814444 0.026 -0.234 -0.063
H -0.512579 2.733506 -1.535151 -0.146 1.616 -1.398
H -0.633548 3.029012 0.032007 0.027 0.523 -2.929
H 0.343914 5.535914 -0.325924 -0.181 0.052 -0.017
H 0.453365 5.020338 -2.034370 0.062 0.282 0.138
H 1.799380 3.372285 -2.704821 -0.245 0.019 0.103
H 1.523887 2.083791 -1.407315 -0.871 2.293 -0.582
H 3.768457 1.905382 -2.703158 0.048 -0.488 0.130
H 3.688812 2.217789 -0.791962 2.566 2.509 -4.765
H 4.078682 4.227063 -3.102647 -0.508 -0.345 -0.513
H 5.454149 3.462543 -2.581833 0.373 0.098 0.862
H 4.900244 5.532842 -1.895284 -0.173 1.611 1.339
H 4.965093 4.650273 -0.309253 -0.086 0.403 0.131
H 2.534127 5.761655 -1.840880 0.144 0.202 -0.012
H 2.799992 5.944384 -0.108963 -0.033 -0.070 0.024
H 1.453975 2.666726 0.661538 0.891 0.072 0.563
H 1.446142 4.307329 1.302924 0.646 -0.100 0.362
H 3.091263 3.591601 0.913493 -0.377 -0.241 0.340
C 1.784721 3.136886 6.171477 -0.983 0.981 -1.631
C 0.695648 3.978831 5.371112 -0.564 -0.708 0.205
C -0.478480 3.120209 4.981065 -1.805 -1.000 -0.953
N -1.622014 3.774959 4.122120 0.703 1.849 -0.416
C -1.021037 4.326498 2.811316 -1.892 0.450 -0.168
C -0.846459 3.428264 1.599041 0.576 -0.420 3.069
C -2.089786 2.584798 1.231942 0.227 2.781 2.333
C -2.526785 1.934230 2.503969 0.564 -0.381 2.306
C -2.811884 2.787266 3.794832 2.469 0.957 -0.689
C -2.215635 4.973077 4.947807 0.920 -1.253 -1.703
H 1.677436 2.099308 5.855196 0.099 -0.060 0.536
H 1.623613 3.338904 7.230404 0.279 -0.415 -0.122
H 2.747118 3.506638 5.817686 0.111 -0.032 0.475
H 0.994485 4.300166 4.373343 0.999 0.714 0.490
H 0.333109 4.768730 6.028925 0.341 0.417 -0.395
H -1.053793 2.707011 5.809553 0.384 -0.297 0.097
H -0.191616 2.336792 4.279587 0.224 0.055 0.749
H -0.179149 5.000031 2.971543 0.032 -0.384 0.446
H -1.795382 4.968869 2.391985 -0.342 0.537 0.533
H 0.016388 2.774822 1.727931 -0.120 -0.453 0.455
H -0.536887 4.023466 0.739972 -0.490 1.377 2.906
H -1.803397 1.871111 0.459460 -1.332 1.512 1.503
H -2.764938 3.389616 0.941179 -0.643 -1.125 -0.085
H -1.781196 1.143536 2.587656 0.081 1.306 1.371
H -3.391344 1.289181 2.347309 0.691 1.323 2.218
H -2.866666 2.299531 4.768081 -0.505 -0.750 -0.497
H -3.681550 3.419872 3.617094 0.020 0.019 0.137
H -1.420496 5.686272 5.165109 0.002 -0.306 0.205
H -2.622795 4.488084 5.834992 -0.331 0.571 -0.085
H -2.877356 5.456618 4.229178 -0.562 -0.037 0.684
C 0.891295 2.758953 -4.940820 0.104 1.000 0.008
C 0.463008 1.529841 -4.159957 -1.586 -1.011 -1.159
C 1.252599 0.268618 -4.580006 -0.013 0.446 1.308
N 0.810475 -1.108623 -3.929598 0.732 0.197 -1.330
C 0.614482 -0.984372 -2.412192 -0.852 -0.483 -2.495
C 0.401232 -2.379743 -1.823246 0.830 -1.680 -3.288
C 1.563609 -3.327007 -2.165902 1.710 1.379 -0.542
C 1.824748 -3.454564 -3.619114 1.169 2.112 -1.134
C 2.033722 -2.021129 -4.173684 -1.654 -0.049 -0.992
C -0.380697 -1.694371 -4.788966 0.794 1.506 0.121
H 0.241853 3.608832 -4.730990 -0.195 -0.055 0.445
H 0.842446 2.759834 -6.029729 0.123 -0.823 -0.018
H 1.885635 3.102692 -4.655827 0.234 -0.172 -0.180
H -0.596174 1.348830 -4.342913 -0.259 0.041 -0.356
H 0.435099 1.733830 -3.089581 0.666 -0.303 -0.082
H 2.255629 0.558914 -4.267330 0.445 -0.915 0.551
H 1.430366 0.112033 -5.643956 -0.893 -0.042 -0.120
H 1.508990 -0.493560 -2.028713 -0.690 0.254 -1.416
H -0.216783 -0.315810 -2.188311 0.270 -0.294 -0.887
H 0.362761 -2.298469 -0.736964 -2.147 -2.017 -3.244
H -0.464876 -2.904789 -2.226103 0.544 0.805 -0.655
H 2.493838 -2.918574 -1.771003 0.135 -0.275 -0.341
H 1.379460 -4.295829 -1.701595 3.048 4.043 -2.619
H 2.838613 -3.786129 -3.843220 -0.161 -1.102 0.235
H 1.092520 -4.013206 -4.202109 0.069 0.206 -0.067
H 2.889909 -1.410272 -3.887483 0.176 -0.652 0.750
H 2.134677 -2.109791 -5.255367 -0.105 0.183 -0.103
H -1.016344 -0.831716 -4.988649 -0.221 -0.249 0.109
H -0.961428 -2.532257 -4.403213 0.440 0.261 0.615
H 0.057358 -2.002478 -5.738328 0.056 0.054 0.115
C 3.639062 -1.925202 1.268936 0.002 1.563 1.290
N 2.332976 -1.183160 1.183385 -0.421 -0.932 -1.626
C 1.669365 -1.666934 -0.149127 1.563 1.506 4.474
C 1.493124 -1.651571 2.377993 0.071 0.690 -1.194
C 2.449953 0.340836 1.141538 4.371 0.838 -0.784
C 3.414522 0.918229 -0.022204 -3.495 -3.938 1.600
O 2.521545 0.962816 -1.173935 0.833 -8.018 2.731
H 4.226290 -1.688569 0.381665 0.114 -0.715 0.195
H 3.450553 -2.949356 1.590914 -0.072 -0.181 -1.070
H 4.104509 -1.545729 2.178593 0.514 0.369 -0.231
H 1.831742 -2.735358 -0.291250 0.488 0.632 1.573
H 1.957174 -1.139474 -1.058541 1.508 -0.664 2.284
H 0.608302 -1.418514 -0.126154 1.813 1.135 2.565
H 0.601332 -1.050803 2.199452 0.900 -2.149 0.434
H 1.953951 -1.281536 3.293858 0.210 -0.577 -0.273
H 1.360092 -2.733370 2.388266 0.158 -0.005 -0.451
H 2.990686 0.632050 2.042042 -0.171 -0.249 0.013
H 1.541297 0.942647 1.157941 0.402 -1.201 -0.212
H 4.339682 0.400080 -0.274572 -0.002 -0.038 0.314
H 3.656053 1.973855 0.102010 0.024 -1.566 4.310
H 3.026709 0.799594 -1.973781 -0.083 -0.361 0.170
C -3.685085 -1.641007 -0.262802 -2.479 6.045 3.627
N -3.733239 -0.739584 1.005900 -0.006 2.845 -1.818
C -3.829544 0.687045 0.446471 -1.019 -1.114 0.632
C -4.968505 -0.989162 1.840015 1.919 -0.372 -0.327
C -2.436776 -0.803769 1.860863 -2.789 -1.881 0.202
C -1.976546 -2.170929 2.403171 2.228 -0.330 0.193
O -2.782181 -2.889791 3.242366 -3.476 -0.920 0.630
H -3.673231 -2.608314 0.239463 -1.225 6.075 2.191
H -2.821659 -1.393943 -0.880502 -1.557 0.589 0.532
H -4.536685 -1.461943 -0.919170 -0.990 0.401 0.886
H -4.760614 0.816370 -0.105328 0.177 -0.346 -0.243
H -2.937798 0.944288 -0.125136 -1.080 -0.520 -0.067
H -3.888700 1.250503 1.377654 -1.176 0.193 -2.784
H -4.899885 -2.073802 1.923351 -1.191 0.013 0.313
H -5.821692 -0.502894 1.367017 -0.089 -0.626 0.106
H -4.737959 -0.572522 2.820509 -0.402 0.019 0.029
H -2.593440 -0.161781 2.727712 -0.490 -1.175 -0.509
H -1.663586 -0.377172 1.221895 -2.378 -1.194 2.077
H -1.171016 -1.939314 3.100013 0.224 0.191 -1.153
H -1.585406 -2.871811 1.665709 -0.426 1.757 0.737
H -2.302882 -3.632368 3.617140 0.024 0.135 0.212
O -0.948096 1.206866 -0.712080 1.225 -1.532 -1.926
C -0.811097 0.021117 -0.161799 -3.000 -2.640 -4.809
O -0.248720 0.004273 0.882111 4.625 1.844 3.139
O -1.292951 -0.952196 -0.685943 1.307 2.786 -1.946
H -0.268447 1.350454 -0.049470 1.396 3.739 0.115
O -0.655022 -0.263639 3.240379 0.429 1.428 1.643
C 0.428547 0.310927 3.813564 -3.660 0.282 8.061
O 1.336172 0.619019 3.150671 4.707 3.071 -4.709
O 0.372246 0.521116 5.033211 -0.893 -1.197 0.408
H -0.478813 -0.028272 2.326514 -0.397 -0.052 -0.052